[1]
DFT (wB97M-V/def2-TZVPD) results for a molecular structure, C4H5O4P in a non-equilibrium geometry.

Computed properties:
relative energy (zero: lowest compared OMol25 entry of this formula, charge and spin): 0.0 kJ/mol
net charge: 0
orbital gap: 0.3333 hartree
E_tot: -21706.8073 eV
F_max: 0.066 Eh/bohr

Last column: Mulliken charge in e.
Positions of all 14 atoms, in Å:
P 1.122 0.232 2.792  1.1033
O -0.194 -0.774 2.148  -0.3774
O 2.262 -0.213 1.859  -0.3627
O 1.060 0.140 4.251  -0.7601
O 0.708 1.630 2.076  -0.3734
C 0.093 -0.648 0.893  0.8002
C -0.859 -1.070 -0.112  -1.1847
C 1.112 1.487 0.620  -0.2561
C 1.243 0.049 0.559  -0.1006
H -1.912 -0.915 0.103  0.3531
H -0.641 -2.187 -0.302  0.3186
H 0.210 1.755 0.059  0.2323
H 1.955 2.156 0.448  0.2504
H -0.626 -0.728 -1.160  0.3571


[2]
DFT (wB97M-V/def2-TZVPD) results for 2 unconnected molecules or ions with the total composition C4H5O4S2 in a non-equilibrium geometry.

Computed properties:
relative energy (zero: lowest compared OMol25 entry of this formula, charge and spin): 17.6 kJ/mol
net charge: -1
orbital gap: 0.2055 hartree
E_tot: -34089.6264 eV
F_max: 0.056 Eh/bohr

Last column: Mulliken charge in e.
Positions of all 15 atoms, in Å:
S 4.011 -0.465 1.418  -0.3252
S -2.331 -1.403 0.789  -0.6569
O 1.032 0.953 -2.253  -0.6218
O -1.214 -0.476 -1.666  -0.5852
O 1.780 0.865 -0.089  -0.3874
O 3.542 -1.426 -1.078  -0.3285
C 0.817 0.499 -0.934  -0.2111
C 3.799 -1.038 -0.026  0.6222
C -0.222 -0.318 -0.704  0.6704
C -0.581 -0.944 0.644  -0.5192
H -1.905 -0.444 -0.876  0.2356
H -0.411 -0.198 1.370  0.2337
H 0.337 0.383 -2.719  0.3952
H 1.934 1.782 -0.208  0.2455
H 0.044 -1.790 0.749  0.2327


[3]
DFT (wB97M-V/def2-TZVPD) results for a molecular structure, C4H5O5Ru in a non-equilibrium geometry.

Computed properties:
relative energy (zero: lowest compared OMol25 entry of this formula, charge and spin): 141.9 kJ/mol
net charge: +1
⟨S²⟩: 12.005
orbital gap (alpha / beta): 0.2901 / 0.2634 hartree
E_tot: -17033.7240 eV
F_max: 0.129 Eh/bohr
spin multiplicity: 7

Last column: Mulliken charge in e.
Positions of all 15 atoms, in Å:
Ru 1.822 -0.506 0.195  0.8049
O -0.103 -1.389 0.275  -0.4668
O 1.121 -1.051 2.054  -0.5358
O 0.746 1.520 0.456  -0.4113
O -1.122 -1.407 2.214  -0.4938
O -1.554 0.264 -0.601  -0.3780
C -0.355 1.983 0.666  0.1360
C -1.614 -1.000 -0.031  -0.2009
C -1.659 1.371 0.241  -0.4384
C -0.011 -1.431 1.660  1.0808
H -1.831 -1.699 -0.846  0.2746
H -2.222 2.160 -0.284  0.4327
H -0.463 2.909 1.265  0.4035
H -2.234 1.159 1.163  0.3633
H -2.501 -1.087 0.610  0.4292


[4]
DFT (wB97M-V/def2-TZVPD) results for a molecular structure, C4H5O5Y in a non-equilibrium geometry.

Computed properties:
relative energy (zero: lowest compared OMol25 entry of this formula, charge and spin): 0.0 kJ/mol
net charge: +3
⟨S²⟩: 0.753
orbital gap (alpha / beta): 0.1759 / 0.2944 hartree
E_tot: -15473.1924 eV
F_max: 0.102 Eh/bohr
spin multiplicity: 2

Last column: Mulliken charge in e.
Positions of all 15 atoms, in Å:
Y -1.521 0.155 2.214  2.2783
O 0.882 -0.249 1.536  -0.7541
O 1.832 -1.859 0.411  -0.2696
O -0.357 0.848 -1.905  -0.2156
O 0.087 -0.801 -0.486  -0.3881
O -1.355 0.811 0.048  -0.6023
C 0.927 0.588 -2.596  -0.0946
C 2.084 0.656 -1.667  -0.7181
C 1.162 -0.750 0.434  0.9004
C -0.677 0.266 -0.817  1.0078
H 2.943 0.019 -1.877  0.4009
H 1.823 -2.321 -0.441  0.4003
H 0.828 -0.390 -3.078  0.3382
H 0.953 1.388 -3.344  0.3567
H 2.289 1.620 -1.198  0.3599


[5]
DFT (wB97M-V/def2-TZVPD) results for C4H5OP in the gas phase in a non-equilibrium geometry.

Computed properties:
relative energy (zero: lowest compared OMol25 entry of this formula, charge and spin): 326.9 kJ/mol
SMILES: C1=C2OP2CC1
net charge: 0
orbital gap (alpha / beta): 0.2976 / 0.2976 hartree
E_tot: -15560.6272 eV
F_max: 0.115 Eh/bohr

Last column: Mulliken charge in e.
Positions of all 11 atoms, in Å:
P -1.246 -1.547 1.525  0.0108
O -1.339 -2.868 0.310  -0.3511
C -1.576 -1.657 -0.206  0.3967
C 0.211 -0.307 1.205  -0.6961
C -0.844 -0.706 -0.991  -0.4157
C -0.103 0.286 -0.263  -0.4333
H -1.039 -0.838 -2.095  0.3179
H -0.667 1.284 -0.013  0.1709
H 0.734 0.725 -0.829  0.3304
H 0.115 0.579 1.972  0.3142
H 1.208 -0.713 1.206  0.3552


[6]
DFT (wB97M-V/def2-TZVPD) results for 2 unconnected molecules or ions with the total composition C4H5OP in a non-equilibrium geometry.

Computed properties:
relative energy (zero: lowest compared OMol25 entry of this formula, charge and spin): 492.8 kJ/mol
net charge: 0
orbital gap (alpha / beta): 0.3131 / 0.2945 hartree
E_tot: -15558.9077 eV
F_max: 0.063 Eh/bohr

Last column: Mulliken charge in e.
Positions of all 11 atoms, in Å:
P 0.838 0.884 -1.188  0.1495
O 0.960 2.421 -0.849  -0.4537
C -0.729 0.332 -0.542  -0.0494
C -0.743 -0.924 -0.020  -0.4560
C 0.644 -1.382 0.243  -0.1027
C 1.553 -0.409 -0.028  -0.3548
H 0.954 -2.460 0.702  0.2426
H -1.663 -1.553 0.284  0.2953
H 2.638 -0.652 0.195  0.3123
H 0.366 2.795 -0.216  0.3364
H -2.658 1.574 -1.250  0.0804


[7]
DFT (wB97M-V/def2-TZVPD) results for C4H6 in the gas phase.

Computed properties:
relative energy (zero: lowest compared OMol25 entry of this formula, charge and spin): 393.9 kJ/mol
net charge: 0
orbital gap (alpha / beta): 0.2871 / 0.2872 hartree
E_tot: -4239.8782 eV
F_max: 0.010 Eh/bohr

Last column: Mulliken charge in e.
Positions of all 10 atoms, in Å:
C -1.132 0.986 -1.640  -0.4133
C -0.941 0.389 -0.495  0.0222
C -0.323 -0.459 0.409  -0.3174
C 1.155 -0.699 0.403  -0.8580
H -1.202 0.870 0.544  0.2036
H 1.394 -1.659 0.877  0.2848
H 1.536 -0.685 -0.625  0.3126
H -1.266 2.071 -1.659  0.1844
H -0.909 -0.893 1.219  0.3325
H 1.688 0.078 0.965  0.2487


[8]
DFT (wB97M-V/def2-TZVPD) results for 2 unconnected molecules or ions with the total composition C4H6 in a non-equilibrium geometry.

Computed properties:
relative energy (zero: lowest compared OMol25 entry of this formula, charge and spin): 393.3 kJ/mol
net charge: 0
orbital gap: 0.3639 hartree
E_tot: -4239.8840 eV
F_max: 0.134 Eh/bohr

Last column: Mulliken charge in e.
Positions of all 10 atoms, in Å:
C -2.056 0.327 0.387  -0.3262
C 1.075 -0.090 0.318  -0.4457
C -1.082 0.094 -0.396  -0.3304
C 2.069 0.368 -0.304  -0.3293
H -3.172 0.317 0.051  0.2029
H -1.982 0.726 1.432  0.2205
H 3.149 0.262 0.142  0.2147
H -1.011 -0.301 -1.484  0.2316
H 2.090 0.554 -1.401  0.2282
H 1.005 -0.492 1.249  0.3337


[9]
DFT (wB97M-V/def2-TZVPD) results for C4H6 in the gas phase.

Computed properties:
relative energy (zero: lowest compared OMol25 entry of this formula, charge and spin): 394.6 kJ/mol
net charge: 0
orbital gap (alpha / beta): 0.2848 / 0.2849 hartree
E_tot: -4239.8712 eV
F_max: 0.009 Eh/bohr

Last column: Mulliken charge in e.
Positions of all 10 atoms, in Å:
C 0.946 -0.603 0.144  0.0521
C 2.193 -0.438 -0.210  -0.4243
C -1.063 0.954 -0.029  -0.9079
C -0.333 -0.232 0.519  -0.2971
H 0.320 -1.558 -0.122  0.2071
H -0.882 -0.881 1.201  0.3217
H -1.900 0.661 -0.673  0.2805
H -1.491 1.524 0.806  0.2765
H -0.391 1.596 -0.602  0.3113
H 2.602 -1.025 -1.035  0.1803


[10]
DFT (wB97M-V/def2-TZVPD) results for a molecular structure, C4H6AlO3 in a non-equilibrium geometry.

Computed properties:
net charge: +1
orbital gap (alpha / beta): 0.2839 / 0.2287 hartree
E_tot: -16973.0475 eV
F_max: 0.137 Eh/bohr

Last column: Mulliken charge in e.
Positions of all 14 atoms, in Å:
Al -1.633 0.813 -0.427  0.4588
O -0.425 -0.962 -0.706  -0.2797
O 1.285 0.228 -1.368  -0.4503
O 0.621 0.315 0.723  -0.2659
C 0.740 -0.299 -0.397  0.7376
C -0.612 1.135 1.050  0.4103
C -0.367 -1.878 -1.802  -0.6367
C -0.311 1.856 2.328  -0.8813
H 0.214 -1.610 -2.691  0.3690
H -1.230 2.380 2.637  0.3648
H -1.401 -1.947 -2.156  0.2699
H 0.484 2.630 2.260  0.3080
H -0.022 1.198 3.177  0.3137
H 0.070 -2.809 -1.427  0.2819


> Look up the net charge of the eighth one.

0